{
  "formula": "C21H24AlN2OP2S",
  "method": "ωB97M-V with the def2-TZVPD basis set",
  "homo_lumo_gap_ev": 7.489,
  "max_force_ev_per_a": 3.9,
  "total_charge": 1,
  "multiplicity": 1,
  "homo_ev": -11.113,
  "e_lumo_ev": -3.6,
  "symbols": ["C", "C", "C", "C", "C", "C", "C", "C", "C", "C", "C", "C", "C", "H", "H", "H", "H", "H", "H", "H", "N", "Al", "C", "H", "H", "C", "H", "H", "P", "P", "C", "H", "H", "H", "C", "H", "H", "H", "C", "H", "H", "H", "C", "H", "H", "H", "C", "O", "H", "S", "C", "N"],
  "coordinates": [[-1.57363, 3.38020, -1.92689], [-1.42596, 2.05317, -1.51935], [-0.14207, 1.51527, -1.46420], [1.00106, 2.29840, -1.73155], [0.81832, 3.60383, -2.22593], [-0.45127, 4.13195, -2.29693], [2.29603, 1.68058, -1.28921], [2.40038, 0.26593, -1.75622], [1.28651, -0.52981, -1.45891], [1.36283, -1.91694, -1.40128], [2.58235, -2.50977, -1.70692], [3.67908, -1.73829, -2.08022], [3.61298, -0.35394, -2.10692], [-2.55897, 3.81157, -1.93263], [1.68195, 4.16931, -2.50511], [-0.60498, 5.16235, -2.61535], [3.13162, 2.28746, -1.57704], [2.67197, -3.58110, -1.63434], [4.62174, -2.22880, -2.33998], [4.45387, 0.26807, -2.37807], [0.14394, 0.19508, -0.96010], [0.01405, -0.01390, 0.89570], [-2.59700, 1.25798, -0.96310], [-2.74962, 0.29359, -1.48227], [-3.53247, 1.84900, -1.00517], [0.20551, -2.71382, -0.85743], [-0.75147, -2.49604, -1.35807], [0.40143, -3.80069, -0.89564], [-2.28065, 0.89266, 0.79838], [-0.05394, -2.31636, 0.91639], [1.26938, -3.24781, 1.74590], [1.22925, -3.03642, 2.82251], [1.09217, -4.32336, 1.57692], [2.25886, -2.98060, 1.35872], [-1.55681, -3.13610, 1.36699], [-1.45015, -4.22137, 1.16581], [-1.75643, -2.99146, 2.44360], [-2.42039, -2.75503, 0.79568], [-2.32469, 2.50058, 1.60280], [-3.31886, 2.97814, 1.44091], [-2.15977, 2.36910, 2.69290], [-1.54088, 3.18370, 1.21657], [-3.73263, 0.03519, 1.33564], [-3.78925, 0.00808, 2.44393], [-4.64094, 0.56332, 0.95263], [-3.76453, -1.01136, 0.96380], [2.32918, -0.30078, 2.10439], [3.24695, -0.51373, 2.76373], [2.34028, 1.66021, -0.20040], [-0.73342, -0.16828, 3.07124], [0.51751, 0.13462, 4.17048], [1.26153, 0.33642, 5.02360]],
  "forces_ev_per_a": [[0.81, -0.37, 0.08], [-0.42, -0.18, 0.20], [1.86, -0.05, 0.13], [-1.22, 0.49, -0.06], [0.28, -1.29, 0.55], [-0.93, 0.29, -0.16], [-0.25, 0.34, -1.17], [0.86, -1.08, 0.35], [0.08, 1.84, 0.24], [-0.20, -0.20, 0.13], [0.02, 0.31, -0.02], [0.57, -0.27, -0.33], [-1.12, 0.30, 0.03], [-0.18, 0.18, -0.08], [0.32, 0.43, -0.03], [0.12, -0.25, -0.01], [0.55, 0.25, -0.36], [0.06, -0.21, -0.08], [-0.37, 0.12, 0.12], [0.20, -0.12, 0.10], [-0.37, -0.49, 1.21], [-1.16, -0.07, -0.19], [-0.25, 0.20, -0.28], [0.08, 0.41, 0.13], [0.38, -0.30, -0.21], [-0.24, -0.65, 0.08], [0.35, -0.05, -0.03], [-0.10, 0.40, -0.32], [0.76, 0.55, -1.22], [1.24, -0.82, -1.42], [-0.17, -0.08, 0.32], [0.10, -0.14, -0.18], [0.09, 0.39, 0.11], [-0.25, -0.02, 0.00], [-1.07, -0.69, 0.53], [-0.10, 0.55, 0.10], [0.05, -0.09, -0.45], [0.42, -0.15, 0.19], [-0.34, 0.85, 0.60], [0.65, -0.27, 0.13], [-0.14, 0.10, -0.65], [-0.40, -0.47, 0.09], [-1.54, -0.73, 0.60], [0.05, -0.01, -0.63], [0.65, -0.37, 0.31], [0.04, 0.70, 0.19], [3.10, -0.48, 1.84], [-3.04, 0.68, -2.37], [-0.24, 0.01, 0.50], [0.75, 0.61, 0.98], [-0.87, -0.19, 0.23], [0.53, 0.10, 0.14]]
}